{"formula": "C40H64CdN6O3S2SbSi3", "method": "ωB97M-V/def2-TZVPD", "species": ["Cd", "N", "C", "C", "C", "N", "H", "H", "H", "H", "H", "H", "H", "H", "H", "H", "C", "C", "N", "C", "C", "C", "C", "C", "C", "C", "C", "C", "N", "C", "H", "H", "H", "H", "H", "H", "H", "H", "C", "C", "C", "C", "C", "C", "C", "S", "O", "O", "N", "C", "C", "C", "C", "C", "N", "H", "H", "H", "H", "H", "H", "H", "H", "H", "H", "H", "O", "S", "C", "C", "C", "C", "H", "H", "H", "H", "H", "H", "H", "H", "C", "Si", "C", "C", "Sb", "Si", "C", "C", "C", "Si", "C", "C", "C", "H", "H", "H", "H", "H", "H", "H", "H", "H", "H", "H", "H", "H", "H", "H", "H", "H", "H", "H", "H", "H", "H", "H", "H", "H", "H", "H"], "xyz": [[0.34871, 0.15919, 0.90369], [-1.27499, 1.35760, 2.88386], [-1.00631, 1.73202, 4.27764], [0.05681, 2.82085, 4.42752], [1.44351, 2.44230, 3.91234], [1.44159, 2.24161, 2.46009], [-1.78466, 2.10083, 2.41504], [-1.87548, 0.53804, 2.87981], [-0.66692, 0.83629, 4.80133], [-1.91405, 2.08313, 4.78573], [0.14630, 3.04527, 5.49228], [-0.27709, 3.73603, 3.93106], [1.77340, 1.51708, 4.38829], [2.14432, 3.23536, 4.20919], [2.38661, 2.04333, 2.14727], [1.15899, 3.11048, 2.01910], [2.18859, -2.07293, 4.49650], [1.59183, -1.04867, 3.75237], [1.95513, -0.73509, 2.52818], [2.95973, -1.43302, 1.96068], [3.63550, -2.46701, 2.63271], [3.20988, -2.78740, 3.93420], [4.70562, -3.16108, 1.99057], [5.07644, -2.85293, 0.72924], [4.39051, -1.83633, -0.00276], [4.69589, -1.54493, -1.34371], [3.94902, -0.60536, -2.00688], [2.93605, 0.06114, -1.31015], [2.65618, -0.15615, -0.04475], [3.34328, -1.11398, 0.60751], [1.83687, -2.28457, 5.49509], [0.77762, -0.47839, 4.17097], [3.70051, -3.59025, 4.46874], [5.21311, -3.94338, 2.53974], [5.88268, -3.38460, 0.24067], [5.49236, -2.08734, -1.83720], [4.12369, -0.37551, -3.04858], [2.32798, 0.80123, -1.81174], [-4.52107, -7.27949, 1.50043], [-3.54096, -6.14521, 1.57077], [-2.73802, -5.81170, 0.48417], [-1.88995, -4.71671, 0.53288], [-1.83601, -3.94401, 1.67995], [-2.59044, -4.29260, 2.79271], [-3.44255, -5.37969, 2.73277], [-0.81028, -2.48372, 1.80797], [0.47077, -2.81631, 1.20123], [-0.74777, -2.15964, 3.21452], [-1.36147, -1.20397, 1.01261], [-2.57185, -0.96002, 0.41711], [-3.73070, -1.74220, 0.61470], [-4.88526, -1.42787, -0.06493], [-4.89053, -0.34006, -0.93083], [-3.72435, 0.38507, -1.04177], [-2.59563, 0.11687, -0.38563], [-4.38941, -7.86452, 0.59281], [-5.53977, -6.88897, 1.51086], [-4.41278, -7.93291, 2.36539], [-2.77638, -6.41763, -0.41195], [-1.26664, -4.45747, -0.30799], [-2.49586, -3.69148, 3.68635], [-4.04250, -5.64064, 3.59526], [-3.70994, -2.57286, 1.29648], [-5.77702, -2.01977, 0.09208], [-5.77456, -0.07347, -1.49041], [-3.67508, 1.24521, -1.69731], [0.32441, -0.99765, -1.49428], [-0.10526, -2.43190, -1.53981], [1.42569, -3.38392, -1.87405], [1.12801, -4.31393, -3.03471], [0.34809, -3.48536, -4.05403], [-0.70692, -2.71022, -3.27578], [1.69527, -3.89083, -0.94988], [2.18070, -2.64082, -2.12945], [0.52325, -5.15427, -2.68413], [2.04529, -4.71442, -3.46839], [-0.10474, -4.12676, -4.81046], [1.02663, -2.79426, -4.55786], [-1.63085, -3.27976, -3.15763], [-0.94329, -1.73956, -3.70567], [-3.53658, 3.54030, -0.00697], [-1.76643, 4.12984, -0.36629], [-1.91432, 5.40709, -1.75635], [-1.17271, 5.00606, 1.21655], [0.04082, 2.28236, -0.82937], [-0.15736, 1.93708, -3.44112], [-0.22884, 3.53282, -4.47207], [-1.74357, 0.96152, -3.76482], [1.28518, 0.94249, -4.17623], [2.07039, 4.04923, -0.89395], [3.61967, 3.27361, -1.68290], [1.70439, 5.62959, -1.88766], [2.71127, 4.73559, 0.76924], [-4.07210, 4.29729, 0.56736], [-3.55667, 2.60686, 0.55520], [-4.09404, 3.38159, -0.92966], [-2.53907, 6.24238, -1.43795], [-2.38041, 4.96827, -2.63771], [-0.94712, 5.80629, -2.05174], [-2.00161, 5.49497, 1.72894], [-0.42222, 5.76725, 1.00276], [-0.73638, 4.28652, 1.90858], [-1.09479, 4.14710, -4.23454], [-0.29242, 3.27096, -5.52917], [0.66226, 4.14491, -4.34253], [-2.62376, 1.60378, -3.75254], [-1.87179, 0.19523, -3.00219], [-1.70177, 0.47694, -4.74079], [2.23687, 1.46929, -4.09896], [1.09610, 0.76185, -5.23513], [1.38089, -0.02520, -3.68370], [3.44143, 2.94636, -2.70782], [3.97972, 2.41739, -1.11442], [4.42083, 4.01279, -1.70893], [1.13156, 5.43388, -2.79120], [2.64139, 6.09968, -2.18800], [1.15299, 6.35617, -1.29109], [3.25263, 3.98772, 1.34595], [1.92350, 5.15512, 1.39583], [3.41253, 5.54351, 0.55569]], "atomic_forces_ev_per_a": [[0.62, 0.53, 0.43], [-0.15, -0.33, -0.08], [0.11, 0.29, 0.08], [0.08, -0.39, -0.16], [-0.18, 0.17, 0.08], [0.16, -0.10, -0.09], [-0.02, -0.04, -0.02], [-0.07, 0.06, -0.08], [-0.08, -0.01, 0.03], [0.04, -0.13, 0.01], [-0.04, 0.11, -0.01], [-0.02, 0.07, 0.05], [0.04, 0.04, 0.01], [0.00, -0.12, 0.03], [0.00, 0.07, -0.06], [0.10, -0.01, -0.07], [0.18, -0.04, 0.09], [0.11, 0.10, 0.02], [-0.15, -0.17, -0.12], [0.29, -0.20, 0.23], [-0.21, 0.27, -0.09], [-0.06, 0.14, -0.03], [0.16, -0.05, -0.16], [0.01, -0.17, 0.15], [-0.20, 0.17, 0.07], [-0.19, 0.08, 0.06], [0.16, 0.01, -0.02], [0.01, 0.11, 0.08], [-0.12, -0.25, 0.01], [0.24, -0.16, -0.18], [-0.05, -0.01, 0.01], [-0.02, -0.04, 0.00], [-0.01, -0.02, 0.04], [0.02, -0.02, 0.01], [0.02, -0.01, 0.01], [0.02, 0.01, -0.03], [0.02, 0.04, -0.01], [0.02, -0.03, -0.02], [0.05, 0.03, 0.03], [-0.06, 0.09, 0.02], [0.03, 0.03, 0.03], [0.11, 0.08, -0.02], [0.01, 0.32, 0.09], [0.02, 0.17, 0.09], [0.08, -0.02, -0.09], [-0.04, -0.45, 0.08], [-0.06, -0.03, -0.01], [-0.35, -0.05, 0.19], [0.12, -0.73, 0.30], [-0.55, -0.01, -0.17], [0.16, 0.10, 0.01], [0.15, 0.09, 0.04], [-0.10, -0.10, -0.05], [-0.04, 0.10, 0.01], [0.09, -0.31, 0.15], [-0.01, -0.04, 0.01], [-0.03, -0.04, -0.01], [-0.02, -0.07, -0.02], [-0.02, 0.00, -0.03], [0.00, -0.04, -0.09], [-0.09, -0.03, 0.04], [0.00, 0.00, 0.03], [-0.10, -0.03, 0.05], [-0.02, -0.02, -0.02], [0.01, 0.07, -0.04], [-0.08, 0.03, 0.00], [0.06, 0.56, 0.24], [0.19, -0.22, -1.40], [-0.30, -0.16, 0.29], [-0.03, 0.02, -0.04], [0.06, -0.10, 0.06], [-0.08, -0.22, 0.40], [0.10, 0.01, 0.04], [-0.06, 0.11, 0.05], [0.01, -0.06, -0.08], [-0.02, -0.07, 0.08], [0.00, 0.10, -0.06], [0.00, 0.01, -0.01], [-0.02, 0.00, -0.11], [-0.03, 0.05, 0.16], [0.49, -0.28, -0.14], [-0.45, 0.62, 0.27], [0.23, -0.40, 0.12], [0.08, -0.28, -0.35], [0.11, 1.51, -0.94], [-0.10, -0.13, -0.67], [0.03, -0.18, 0.52], [0.26, 0.14, 0.29], [-0.14, 0.07, 0.47], [0.62, 0.50, -0.08], [-0.49, -0.11, 0.08], [-0.26, -0.43, 0.06], [-0.37, -0.37, -0.15], [0.12, 0.13, 0.02], [-0.06, -0.02, 0.04], [0.00, -0.04, -0.04], [-0.06, -0.01, 0.15], [-0.05, -0.03, -0.04], [0.02, 0.03, -0.03], [-0.10, 0.01, -0.06], [0.08, 0.00, -0.03], [0.03, 0.00, 0.09], [-0.03, 0.04, 0.03], [0.00, -0.16, -0.03], [0.06, 0.00, -0.03], [-0.03, 0.07, 0.01], [-0.02, -0.04, 0.03], [0.07, 0.03, -0.11], [0.05, 0.04, 0.00], [-0.13, 0.10, -0.07], [-0.01, -0.05, 0.04], [0.00, -0.03, -0.06], [0.04, -0.01, 0.04], [-0.04, 0.14, 0.04], [-0.02, 0.06, -0.05], [0.13, -0.07, 0.07], [-0.06, 0.01, 0.06], [0.01, -0.03, 0.06], [-0.03, 0.01, 0.05], [0.00, 0.03, -0.19]], "relative_energy_kcal_mol": 37.4, "total_charge": 1}

---

{"formula": "C5H4B8F40Li3O", "method": "ωB97M-V/def2-TZVPD", "species": ["Li", "Li", "Li", "B", "F", "F", "F", "F", "B", "F", "F", "F", "F", "B", "F", "F", "F", "F", "B", "F", "F", "F", "F", "B", "F", "F", "F", "F", "B", "F", "F", "F", "F", "B", "F", "F", "F", "F", "B", "F", "F", "F", "F", "C", "C", "C", "F", "F", "F", "F", "O", "C", "C", "F", "F", "F", "F", "H", "H", "H", "H"], "xyz": [[-1.19792, -2.06045, -5.49133], [1.43293, 0.25296, 0.42551], [0.59204, -5.77926, 1.01934], [5.25659, 0.29127, -1.45880], [4.47496, -0.69839, -1.96404], [6.24391, -0.30670, -0.58585], [5.90293, 0.94927, -2.45654], [4.38862, 1.15607, -0.85167], [4.57406, -5.00649, 2.97868], [4.91234, -4.07382, 2.12566], [5.42508, -6.02170, 2.82252], [4.78207, -4.41865, 4.19538], [3.31333, -5.53237, 2.83432], [3.60224, -7.65548, -1.86395], [4.02564, -8.00916, -3.16239], [2.37892, -7.10334, -1.81255], [3.60176, -8.70792, -0.92833], [4.52135, -6.59372, -1.49534], [1.25013, 1.62302, -4.58713], [2.41433, 2.16478, -4.82098], [1.37290, 0.31003, -5.06733], [0.91297, 1.40341, -3.25955], [0.29112, 2.38961, -5.21867], [-5.13373, -4.28330, -5.60080], [-4.86398, -5.56818, -6.06329], [-6.39177, -4.38700, -5.03246], [-4.19635, -3.73878, -4.66259], [-5.20502, -3.45342, -6.62062], [-0.51265, -2.57274, -0.64503], [-1.01380, -1.35012, -0.35756], [-1.41694, -3.48487, -0.11286], [-0.39952, -2.74530, -2.02051], [0.70840, -2.83184, 0.00536], [5.16131, -3.72213, -5.79721], [4.11408, -3.81167, -4.91181], [6.31048, -3.66887, -5.19654], [5.12775, -4.77836, -6.61098], [4.79790, -2.53900, -6.52144], [2.13078, 0.48105, 4.18135], [2.26875, 1.03654, 5.40147], [3.26832, 0.11719, 3.58040], [1.43745, -0.68765, 4.32153], [1.45703, 1.37230, 3.32705], [-4.48209, 6.89516, 4.40510], [-5.55163, 7.45959, 3.43848], [-5.37854, 9.05533, 3.30368], [-6.55542, 9.66397, 3.04059], [-4.94000, 9.78713, 4.30105], [-5.48220, 6.87915, 2.23778], [-6.78115, 7.22270, 4.02444], [-4.58688, 5.47406, 4.52786], [-3.54896, 4.69914, 3.96480], [-3.90441, 3.20399, 3.89739], [-3.75668, 2.53618, 5.03408], [-5.13542, 2.99669, 3.38720], [-3.41899, 5.05824, 2.67630], [-2.37055, 4.75415, 4.71305], [-4.65614, 7.40718, 5.35148], [-3.52647, 7.17160, 3.95959], [-4.69788, 9.22924, 2.47028], [-3.34768, 2.54977, 3.22646]], "atomic_forces_ev_per_a": [[0.49, 0.04, 0.73], [0.57, -0.49, -0.12], [0.95, 0.82, -0.53], [0.80, -1.89, 0.16], [-0.75, -1.43, -0.57], [-0.43, 0.81, 0.09], [1.28, 1.19, -1.27], [-1.03, 1.74, 1.94], [0.59, 0.30, 0.58], [-0.05, 2.81, -3.36], [2.32, -3.38, 0.08], [-0.46, 0.31, 3.13], [-2.81, -0.41, -0.11], [3.10, 1.86, 0.09], [-0.63, -1.01, 0.16], [-2.90, 0.62, -0.28], [0.39, -0.77, -0.06], [-0.37, -1.23, 0.36], [-0.71, -2.36, 0.59], [3.41, 2.38, -0.04], [-1.22, -1.39, -1.45], [-0.53, 0.89, 1.47], [-1.74, 0.54, -0.76], [-0.06, -1.25, 1.97], [1.13, -0.78, -0.05], [-1.25, 0.21, 1.18], [0.11, -0.56, -0.22], [0.13, 2.54, -3.14], [0.66, -1.36, -0.45], [-0.08, 2.50, 0.51], [-0.96, -1.59, 0.48], [-0.01, -0.02, -0.36], [0.32, 0.30, 0.09], [-3.76, 1.96, 0.07], [-1.17, -0.60, 1.43], [4.08, 0.72, 1.72], [0.04, -2.81, -2.80], [0.87, 0.62, -1.08], [-0.47, -0.90, -0.81], [0.48, 1.48, 2.16], [2.66, 0.22, -0.94], [-2.07, -1.47, 0.30], [-1.00, 0.88, -0.90], [-0.07, -0.09, -1.27], [0.14, 0.73, 2.49], [-0.52, -0.68, -2.39], [-0.98, -0.63, -0.84], [1.39, -0.31, 2.43], [-0.41, 0.45, -0.03], [0.39, 0.05, -0.80], [1.00, -0.37, 0.06], [-0.79, -0.49, 1.00], [0.41, -2.18, -1.40], [-0.59, 0.43, 1.84], [-1.38, 0.82, 0.50], [1.13, 0.54, 0.33], [-1.49, 0.85, -1.56], [0.25, -0.38, 0.15], [0.24, 0.07, 0.34], [0.02, -0.17, -0.31], [1.29, 1.31, -0.56]], "total_charge": -5}

---

Result set for calculated total energy: -114006.8622; -122066.7467 eV, one per record in the order listed.
Result set for Kohn-Sham gap: 0.2863; 0.1731 Eh, one per record in the order listed.
Result set for molar mass: 1059.56; 947.33 g/mol, one per record in the order listed.